Formula: C17H52BaFeN2O15P
Source: the Open Molecules 2025 dataset
Level of theory: ωB97M-V with the def2-TZVPD basis set

Properties
Gap between HOMO and LUMO (spin up / spin down) (eV): 8.32 / 8.07
Expectation value of S²: 6.009
Total charge: +1
LUMO energy (spin up / spin down) (eV): -3.1 / -3.1
2S+1: 5

Positions of all 89 atoms, in Å:
Fe1 -0.9404 0.4339 -0.5672
Ba1 1.2287 -3.5677 -1.1951
P1 0.5637 -0.9823 0.5823
O1 0.8171 0.5388 0.5582
O2 0.2654 -1.2030 -0.9726
O3 -0.9338 -1.1114 1.0447
O4 1.6040 -1.9880 1.0138
C1 -2.6268 -4.1160 0.0600
O5 -1.3159 -3.5366 0.0032
H1 -2.9820 -4.1883 1.0906
H2 -3.3389 -3.4700 -0.4641
H3 -2.6073 -5.1029 -0.3912
H4 -1.3755 -2.6321 0.3945
C2 0.6927 -5.0203 2.7120
O6 1.2501 -4.4920 1.5056
H5 0.0026 -4.2841 3.1322
H6 0.1475 -5.9292 2.4816
H7 1.4858 -5.2163 3.4320
H8 1.4611 -3.5406 1.5554
C3 1.9053 -0.6116 4.2649
O7 2.7993 -1.3395 3.4484
H9 1.5854 0.3348 3.8089
H10 0.9949 -1.1898 4.4819
H11 2.3881 -0.3689 5.2083
H12 2.3794 -1.4878 2.5941
C4 -4.4621 2.2382 1.0669
C5 -3.4048 1.3240 0.4437
C6 -3.9161 0.7361 -0.8587
O8 -2.8945 -0.1428 -1.3623
C7 -3.2633 -0.9198 -2.4848
N1 -2.0986 2.0630 0.2431
H13 -4.7301 3.0275 0.3576
H14 -4.0931 2.6797 1.9896
H15 -5.3784 1.6832 1.2745
H16 -3.1976 0.5144 1.1496
H17 -4.0800 1.5203 -1.6068
H18 -4.8196 0.1629 -0.6435
H19 -3.5531 -0.2687 -3.3190
H20 -4.0805 -1.5961 -2.2377
H21 -2.3626 -1.4491 -2.7914
H22 -2.2789 2.9930 -0.1288
H23 -1.8379 2.2353 1.2218
C8 0.3478 -0.1879 -4.0885
C9 0.6561 1.0016 -3.2000
C10 1.1607 2.1939 -4.0113
O9 1.1420 3.3163 -3.1754
C11 1.9287 4.4029 -3.6474
N2 -0.6147 1.4172 -2.4648
H24 -0.6399 -0.1157 -4.5495
H25 0.3430 -1.1009 -3.4918
H26 1.0853 -0.2659 -4.8912
H27 1.3681 0.7670 -2.4090
H28 0.5481 2.3575 -4.9115
H29 2.1865 1.9590 -4.3353
H30 1.4729 4.8724 -4.5205
H31 2.9584 4.0891 -3.8534
H32 2.0105 5.1201 -2.8321
H33 -1.3240 1.3829 -3.1992
H34 -0.5141 2.4271 -2.3118
C12 -2.1328 0.4673 4.0543
C13 -2.3470 -1.0231 4.1349
O10 -2.9353 -1.5056 2.9129
O11 -1.1556 0.8097 3.0669
H35 -1.8074 0.8596 5.0219
H36 -3.0775 0.9710 3.8099
H37 -3.0311 -1.3134 4.9279
H38 -1.3733 -1.5074 4.2731
H39 -2.2340 -1.5479 2.2458
H40 -1.0656 0.0876 2.4211
C14 4.2242 -1.3131 -2.4735
C15 3.9984 -0.9480 -1.0297
O12 3.8394 -2.1397 -0.2680
O13 3.1307 -2.0732 -3.0266
H41 5.1365 -1.9191 -2.4730
H42 4.3952 -0.4214 -3.0747
H43 3.1026 -0.3275 -0.9086
H44 4.8898 -0.4089 -0.6987
H45 3.1826 -1.9625 0.4295
H46 2.8665 -1.6288 -3.8358
C16 3.0003 3.0002 1.5271
C17 2.0377 3.8056 0.7087
O14 0.7378 3.2323 0.6432
O15 3.2923 1.7372 0.9478
H47 2.6322 2.8914 2.5523
H48 3.9338 3.5699 1.5306
H49 2.4252 3.9243 -0.3130
H50 1.9380 4.8050 1.1378
H51 0.8229 2.2665 0.6547
H52 2.4588 1.2451 0.8978

---

Formula: C17H52N5O5
Source: the Open Molecules 2025 dataset
Level of theory: ωB97M-V with the def2-TZVPD basis set

Properties
Gap between HOMO and LUMO (eV): 9.37
Total charge: +1
LUMO energy (eV): -2.3
2S+1: 1
Relative energy (zero: lowest compared OMol25 entry of this formula, charge and spin) (kJ/mol): 1247.16

Positions of all 79 atoms, in Å:
N1 -0.2734 -0.8842 -0.6438
H1 -0.1494 -0.5932 0.2712
H2 -1.0544 -0.2602 -0.7418
H3 -0.3294 -1.8152 -0.8568
H4 0.4666 -0.6862 -1.0918
C1 3.3876 -0.3682 2.3812
C2 2.2266 -1.2772 2.9202
C3 1.0296 -0.6192 3.4152
O1 1.4496 0.1198 4.6612
C4 0.5386 0.9338 5.3082
N2 1.6886 -1.8922 1.6862
H5 4.4116 -0.9722 2.4802
H6 3.6086 0.5198 2.8552
H7 3.1606 -0.0772 1.3002
H8 2.5066 -2.0352 3.7302
H9 0.1666 -1.1602 3.7482
H10 0.9536 0.0668 2.5612
H11 -0.0064 1.7218 4.6752
H12 0.8746 1.4138 6.2862
H13 -0.2654 0.2488 5.8412
H14 2.3836 -2.6082 1.2882
H15 1.1116 -2.6262 2.0452
C5 -0.0644 3.6798 -1.9268
C6 1.1296 2.8088 -2.1838
C7 1.8336 2.6978 -0.9048
O2 2.0626 3.9358 -0.2118
C8 3.1506 3.8168 0.6522
N3 0.7186 1.5138 -2.5918
H16 -0.4734 4.0038 -2.8788
H17 0.0726 4.7798 -1.2988
H18 -0.9294 3.3238 -1.2848
H19 1.8656 3.2148 -2.7888
H20 2.7286 2.1808 -0.9648
H21 1.2266 2.0788 -0.3048
H22 4.1906 3.6278 0.0472
H23 3.1026 3.0528 1.4292
H24 3.1746 4.3988 1.5912
H25 1.5346 0.9568 -2.4938
H26 0.4926 1.9058 -3.6018
C9 -4.0184 1.1538 -0.8908
C10 -3.7424 2.1888 0.0152
C11 -4.9094 2.6768 0.7982
O3 -5.9214 3.2368 -0.0898
C12 -7.0914 3.7288 0.6392
N4 -2.6364 1.8248 0.9862
H27 -4.8024 1.1608 -1.6298
H28 -4.2194 0.1998 -0.2908
H29 -3.0164 0.7568 -1.4768
H30 -3.3704 3.0758 -0.4128
H31 -4.7684 3.5118 1.5902
H32 -5.4964 1.7768 1.3032
H33 -7.9054 3.4788 -0.0268
H34 -6.8304 4.7608 0.7752
H35 -7.5014 3.1838 1.5252
H36 -2.9184 1.2278 1.6412
H37 -2.2534 2.4968 1.2092
C13 1.6886 -5.9162 -1.2808
C14 1.4026 -4.3632 -1.0978
C15 2.6976 -3.4672 -1.2678
O4 3.4786 -3.6182 -0.0698
C16 4.6296 -2.8092 -0.0878
N5 0.4256 -3.8652 -2.1758
H38 2.5986 -6.3652 -0.5998
H39 1.7016 -6.3632 -2.2588
H40 0.7026 -6.4872 -0.9658
H41 0.8506 -4.3682 -0.2638
H42 2.2956 -2.3922 -1.5258
H43 3.2466 -3.7982 -2.3518
H44 5.4456 -3.2772 -0.7578
H45 4.8746 -2.5902 0.9372
H46 4.5636 -1.9962 -0.7128
H47 0.7336 -3.9712 -3.0618
H48 -0.4784 -4.4582 -2.0808
C17 -1.8674 -1.5342 -3.5028
O5 -2.8324 -1.6822 -2.5108
H49 -1.0104 -2.0642 -3.3618
H50 -1.6084 -0.4812 -3.6258
H51 -2.1894 -1.7922 -4.5118
H52 -3.6494 -1.9072 -2.9388

---

Formula: C17H52O14
Source: the Open Molecules 2025 dataset
Level of theory: ωB97M-V with the def2-TZVPD basis set

Properties
Gap between HOMO and LUMO (eV): 9.97
Total charge: 0
LUMO energy (eV): 0.1
2S+1: 1
SMILES: O=COCCCCCOC=O.CO.CO.CO.CO.CO.CO.CO.CO.CO.CO

Positions of all 83 atoms, in Å:
O1 2.4133 -1.9764 -0.8148
C1 1.5038 -1.6574 -1.7767
O2 2.0317 -1.5614 -3.1544
C2 1.0004 -1.8570 -4.1612
C3 0.6174 -0.4612 -4.9312
C4 -0.2678 0.5975 -4.0071
C5 -1.6994 -0.2058 -3.6901
C6 -2.8567 0.7686 -3.0517
O3 -4.0032 0.0650 -2.4557
C7 -4.1850 -1.2850 -3.0098
O4 -4.5863 -2.2614 -2.1508
H1 0.3923 -1.4370 -1.4542
H2 0.1018 -2.4123 -3.6570
H3 1.4565 -2.5947 -4.9795
H4 1.6461 0.0328 -5.2676
H5 -0.0787 -0.7086 -5.8659
H6 -0.4641 1.5424 -4.7006
H7 0.2957 0.8982 -2.9986
H8 -2.0252 -0.6695 -4.7302
H9 -1.4042 -1.0330 -2.8905
H10 -2.3415 1.3735 -2.1608
H11 -3.2305 1.6154 -3.8050
H12 -4.0725 -1.6042 -4.1305
C8 -6.6675 2.3665 -3.6274
O5 -6.9476 1.0455 -3.2021
H13 -7.6023 2.8526 -3.9161
H14 -6.2073 2.9241 -2.8081
H15 -5.9933 2.3383 -4.4870
H16 -6.1000 0.6397 -2.9525
C9 4.8033 0.8665 0.5399
O6 3.4252 0.8551 0.2160
H17 4.9865 1.6432 1.2861
H18 5.0901 -0.1049 0.9502
H19 5.3879 1.0817 -0.3579
H20 3.2932 0.1567 -0.4475
C10 -1.9216 -2.4052 0.8164
O7 -2.1673 -2.4530 -0.5770
H21 -1.0322 -2.9987 1.0409
H22 -1.7528 -1.3698 1.1222
H23 -2.7786 -2.8198 1.3529
H24 -2.9615 -1.9180 -0.7458
C11 0.7127 2.3768 2.1040
O8 -0.1134 2.4901 0.9599
H25 0.3597 3.0739 2.8676
H26 0.6604 1.3569 2.4927
H27 1.7430 2.6238 1.8365
H28 0.2237 1.8604 0.3002
C12 -2.7226 0.0398 3.5090
O9 -3.5825 -0.6231 2.6005
H29 -2.0041 -0.6801 3.9078
H30 -2.1859 0.8368 2.9885
H31 -3.3105 0.4576 4.3300
H32 -4.2084 0.0402 2.2634
C13 -1.1169 -1.4796 6.7762
O10 -0.1066 -1.2132 5.8209
H33 -1.1872 -0.6340 7.4643
H34 -2.0747 -1.6131 6.2672
H35 -0.8610 -2.3823 7.3365
H36 -0.0674 -1.9802 5.2247
C14 2.2127 -5.2536 -3.2118
O11 1.3866 -5.1403 -4.3559
H37 1.8597 -4.5565 -2.4482
H38 2.1604 -6.2736 -2.8231
H39 3.2430 -5.0066 -3.4793
H40 1.7237 -5.7701 -5.0156
C15 3.4075 3.3208 -1.7071
O12 2.4721 2.8955 -2.6809
H41 2.8699 3.6173 -0.8035
H42 4.0878 2.4990 -1.4707
H43 3.9707 4.1754 -2.0903
H44 2.9780 2.6390 -3.4706
C16 -3.2506 2.0382 8.5728
O13 -2.2173 1.3113 7.9340
H45 -3.5180 1.5323 9.5034
H46 -2.9011 3.0489 8.7974
H47 -4.1254 2.0805 7.9192
H48 -2.0014 1.7837 7.1120
C17 8.5127 1.5197 2.0620
O14 7.6866 1.6330 0.9179
H49 8.1597 2.2168 2.8256
H50 8.4604 0.4997 2.4507
H51 9.5430 1.7667 1.7945
H52 8.0237 1.0032 0.2582

---

Formula: C17H52O9
Source: the Open Molecules 2025 dataset
Level of theory: ωB97M-V with the def2-TZVPD basis set

Properties
Gap between HOMO and LUMO (eV): 10.24
Total charge: 0
LUMO energy (eV): 0.6
2S+1: 1
Relative energy (zero: lowest compared OMol25 entry of this formula, charge and spin) (kJ/mol): 213.45
SMILES: CC(C)O.CCO.CCO.CCO.CCO.CCO.CCO.CO.CO

Positions of all 78 atoms, in Å:
C1 -2.2939 3.0032 -4.2282
C2 -1.7411 1.6861 -3.7006
C3 -0.4000 1.4356 -4.3816
O1 -1.5924 1.7546 -2.2939
H1 -3.3472 3.1236 -3.9516
H2 -2.2096 3.1894 -5.2993
H3 -1.8120 3.8765 -3.7732
H4 -2.3957 0.8407 -3.9081
H5 0.2141 2.3401 -4.3959
H6 -0.4989 1.0611 -5.4023
H7 0.2242 0.6936 -3.8722
H8 -1.2338 2.6087 -2.0190
C4 -0.7463 -2.4242 3.8240
C5 -1.4490 -3.0122 2.6251
O2 -0.5029 -3.2768 1.5489
H9 -0.3988 -1.4095 3.6366
H10 0.0223 -3.1023 4.1874
H11 -1.5012 -2.3765 4.6202
H12 -2.2630 -2.4092 2.2326
H13 -1.8127 -4.0074 2.9026
H14 -0.0514 -4.1084 1.7369
C6 3.2083 -4.4832 -1.0779
C7 2.3395 -3.9125 0.0193
O3 1.7129 -4.9659 0.7690
H15 4.1641 -4.8297 -0.6718
H16 3.4697 -3.8087 -1.8946
H17 2.7579 -5.3792 -1.5046
H18 1.5834 -3.2328 -0.3801
H19 2.9220 -3.3279 0.7304
H20 0.9611 -5.2406 0.2254
C8 1.9646 3.7783 0.3997
C9 1.2130 2.9380 -0.6083
O4 0.6009 3.7051 -1.6350
H21 2.6809 4.4688 -0.0461
H22 2.5192 3.1232 1.0745
H23 1.2338 4.3516 0.9728
H24 0.4350 2.3145 -0.1529
H25 1.8559 2.1310 -0.9983
H26 1.2807 3.9938 -2.2515
C10 3.7265 0.5694 1.3000
C11 4.7843 -0.5302 1.3937
O5 4.7522 -1.4144 0.2765
H27 3.7220 1.1388 2.2273
H28 2.7541 0.1411 1.0500
H29 3.9656 1.2108 0.4456
H30 4.7028 -1.1001 2.3180
H31 5.8071 -0.1258 1.3949
H32 4.9360 -0.9435 -0.5378
C12 -3.3231 3.5202 -0.0589
C13 -4.3024 2.4202 -0.3108
O6 -3.7644 1.1079 -0.2359
H33 -3.8428 4.4616 -0.2736
H34 -2.4607 3.5415 -0.7254
H35 -2.9560 3.5770 0.9651
H36 -4.7829 2.4836 -1.2953
H37 -5.1080 2.5023 0.4228
H38 -2.9140 1.0600 -0.6935
C14 -1.5824 2.2329 4.6233
C15 -1.3608 2.2944 3.1271
O7 -0.1778 1.5575 2.8107
H39 -2.1766 1.3482 4.8698
H40 -2.1632 3.0576 5.0377
H41 -0.6353 2.1368 5.1504
H42 -1.1968 3.2968 2.7013
H43 -2.2289 1.9291 2.5652
H44 -0.2371 1.1407 1.9453
C16 -0.4607 -0.7197 -0.6101
O8 0.4853 -0.8739 0.4219
H45 -0.0491 -0.2712 -1.5105
H46 -1.0506 -1.6291 -0.7373
H47 -1.2075 0.0289 -0.3048
H48 0.2208 -1.6057 1.0009
C17 -0.5481 -4.4418 -1.8983
O9 0.2478 -5.6154 -1.9324
H49 0.0725 -3.5555 -1.9898
H50 -1.3353 -4.3733 -2.6591
H51 -1.1425 -4.3714 -0.9778
H52 -0.2835 -6.2969 -2.3546

---

Formula: C17H53ClN13O12
Source: the Open Molecules 2025 dataset
Level of theory: ωB97M-V with the def2-TZVPD basis set

Properties
Gap between HOMO and LUMO (eV): 8.16
Total charge: -1
LUMO energy (eV): 1.7
2S+1: 1
Relative energy (zero: lowest compared OMol25 entry of this formula, charge and spin) (kJ/mol): 474.34

Positions of all 96 atoms, in Å:
Cl1 27.2961 0.6228 -24.0994
O1 28.6094 0.8912 -24.6501
O2 27.2903 -0.6663 -23.4682
O3 26.9287 1.6405 -23.1563
O4 26.3047 0.5603 -25.1487
C1 25.9830 -5.1612 -28.5342
O5 26.0371 -4.1426 -29.0718
N1 25.6292 -5.3154 -27.3052
N2 26.1991 -6.2504 -29.1254
H1 25.3782 -4.5022 -26.7614
H2 25.4038 -6.2137 -26.9021
H3 26.6814 -6.1562 -30.0077
H4 26.3170 -7.1321 -28.6471
C2 29.2138 -0.1660 -31.5103
O6 30.1124 0.5157 -32.0993
N3 29.1120 -0.4276 -30.2847
N4 28.2142 -0.6688 -32.2005
H5 28.3620 -1.0415 -30.0006
H6 29.8995 -0.3053 -29.6643
H7 27.5158 -1.1706 -31.6709
H8 28.1511 -0.5954 -33.2059
C3 28.5396 -4.8068 -16.9726
O7 29.5166 -5.0204 -16.2645
N5 28.4982 -4.1845 -18.1490
N6 27.3414 -5.0729 -16.5754
H9 29.3873 -4.1073 -18.6219
H10 27.6897 -4.3299 -18.7366
H11 27.1915 -5.4025 -15.6326
H12 26.5822 -5.1470 -17.2374
C4 27.1844 2.0178 -17.1704
O8 27.5120 1.8992 -15.9960
N7 26.7976 3.1803 -17.6236
N8 27.2370 1.0760 -18.0731
H13 26.8164 3.9683 -16.9920
H14 26.2521 3.2380 -18.4717
H15 27.1937 1.4827 -18.9966
H16 27.4831 0.1476 -17.7606
C5 21.7492 0.2598 -29.1676
O9 20.8317 -0.0957 -29.8480
N9 22.0800 -0.3274 -28.0900
N10 22.5445 1.2515 -29.3351
H17 21.6445 -1.1866 -27.7866
H18 22.8348 0.0783 -27.5554
H19 23.3686 1.4550 -28.7877
H20 22.3503 1.8413 -30.1317
C6 22.3659 -4.2430 -21.5373
C7 22.8972 -4.8571 -20.2672
C8 22.2161 -6.1498 -19.7900
O10 22.6068 -6.5774 -18.5069
C9 22.3861 -5.7252 -17.3074
N11 24.3051 -5.0307 -20.5393
H21 21.3234 -3.9471 -21.4204
H22 22.5199 -4.9970 -22.3092
H23 22.8470 -3.3009 -21.8004
H24 22.7774 -4.0693 -19.5234
H25 22.2976 -6.9521 -20.5234
H26 21.1430 -5.9831 -19.6969
H27 23.1166 -6.0511 -16.5670
H28 21.3276 -5.8061 -17.0599
H29 22.5558 -4.6782 -17.5586
H30 24.3755 -5.7472 -21.2477
H31 24.5309 -4.1672 -21.0120
C10 27.1673 6.0161 -28.5702
C11 28.1512 6.3471 -27.3522
C12 29.1128 7.5697 -27.5954
O11 30.0478 7.3652 -28.6923
C13 30.9681 8.4723 -28.7730
N12 27.2840 6.6465 -26.1414
H32 27.6331 5.7973 -29.5311
H33 26.5061 6.8800 -28.6371
H34 26.6009 5.1830 -28.1539
H35 28.8627 5.6297 -26.9433
H36 29.5227 7.9889 -26.6766
H37 28.5539 8.4824 -27.8021
H38 31.7480 8.1472 -29.4616
H39 31.3811 8.5817 -27.7702
H40 30.4836 9.3924 -29.0996
H41 26.9360 5.7055 -26.0252
H42 27.8648 6.7045 -25.3172
C14 35.3511 4.9091 -26.3107
C15 34.4513 3.6686 -26.3736
C16 35.2135 2.3277 -26.2819
O12 35.9783 1.9470 -27.5004
C17 35.2666 1.9728 -28.7385
N13 33.5759 3.7633 -25.1704
H43 35.8585 5.1830 -27.2357
H44 36.1544 4.7222 -25.5980
H45 34.8369 5.8413 -26.0769
H46 33.7991 3.5726 -27.2416
H47 34.5273 1.4965 -26.1195
H48 35.9574 2.2659 -25.4876
H49 34.8805 2.9759 -28.9200
H50 34.4573 1.2573 -28.5929
H51 36.0187 1.6574 -29.4616
H52 33.2249 4.7065 -25.0855
H53 32.8174 3.1472 -25.4258